Molecular formula: C20H21N3O2S2
Method: DFT, ωB97M-V/def2-TZVPD

```
48
Properties=species:S:1:pos:R:3:forces:R:3
O 0.211 -0.205 -1.970 0.24 -0.25 0.27
C -0.339 0.510 -2.788 -0.09 0.30 -0.74
C 0.447 1.446 -3.692 0.10 -0.02 0.33
C 0.866 2.700 -2.908 -0.26 0.22 -0.44
N 1.416 2.339 -1.614 0.19 0.08 0.18
C 2.696 1.861 -1.557 0.49 -0.04 0.02
S 3.717 1.850 -2.848 0.41 -0.06 -0.38
N 3.140 1.403 -0.359 -0.03 -0.09 -0.08
C 2.399 1.406 0.794 -0.64 0.19 0.35
C 2.913 0.934 2.001 0.02 -0.01 -0.04
C 2.137 0.991 3.140 0.07 0.01 -0.15
C 0.852 1.522 3.101 -0.17 0.07 0.00
C 0.331 1.975 1.907 0.20 0.08 -0.05
C 1.096 1.915 0.742 0.26 -0.17 0.25
C 0.536 2.343 -0.537 -0.14 0.08 0.19
O -0.619 2.695 -0.687 0.06 0.07 0.11
N -1.675 0.519 -2.967 -0.40 0.02 -0.22
C -2.545 -0.274 -2.127 0.09 -0.09 0.19
C -2.950 0.460 -0.843 0.13 -0.35 0.40
S -3.057 -0.678 0.574 0.05 -0.02 -0.01
C -1.259 -0.889 0.929 -0.50 0.31 -0.11
C -0.990 -2.248 1.481 0.01 -0.03 0.08
C -0.766 -3.322 0.629 0.03 0.01 0.02
C -0.533 -4.586 1.140 0.01 -0.05 -0.08
C -0.524 -4.791 2.509 0.01 -0.08 0.09
C -0.747 -3.726 3.365 0.01 -0.10 0.11
C -0.980 -2.463 2.854 0.00 0.05 -0.10
H 1.348 0.918 -4.012 -0.13 0.01 0.00
H -0.129 1.739 -4.567 -0.01 0.03 -0.04
H 1.624 3.252 -3.466 -0.14 -0.08 0.12
H 0.000 3.337 -2.715 0.20 -0.10 -0.03
H 4.078 1.022 -0.352 -0.18 0.13 -0.13
H 3.913 0.530 2.032 0.11 -0.05 0.02
H 2.537 0.625 4.073 0.05 -0.04 0.07
H 0.262 1.571 4.003 -0.06 0.01 0.08
H -0.664 2.390 1.844 -0.10 -0.01 -0.02
H -2.095 1.238 -3.533 0.19 -0.05 -0.05
H -1.985 -1.177 -1.868 -0.16 0.10 -0.07
H -3.425 -0.566 -2.702 0.07 -0.04 0.04
H -3.934 0.916 -0.931 0.00 0.09 -0.02
H -2.221 1.233 -0.597 -0.14 -0.01 -0.11
H -0.988 -0.111 1.643 0.09 -0.14 -0.10
H -0.729 -0.733 -0.010 0.07 0.03 0.04
H -0.765 -3.162 -0.440 -0.01 0.04 -0.12
H -0.358 -5.414 0.468 0.02 -0.06 -0.05
H -0.343 -5.779 2.908 0.02 -0.07 0.03
H -0.740 -3.881 4.434 0.00 -0.02 0.08
H -1.159 -1.632 3.522 -0.01 0.11 0.07
```
Forces are in eV/Å.

## Properties
- Relative energy (zero: lowest compared OMol25 entry of this formula, charge and spin): 0.0 kJ/mol
- Structure (SMILES): O=C(CCn1c(=S)[nH]c2ccccc2c1=O)NCCSCc1ccccc1
- E_HOMO: -8.24 eV

And the Löwdin charges, in e, turn out to be: O 0.060; C -0.490; C -0.075; C -0.158; N -0.005; C -0.772; S 0.703; N 0.095; C -0.169; C -0.004; C -0.061; C -0.076; C -0.022; C -0.063; C -0.357; O 0.075; N 0.069; C -0.226; C -0.460; S 0.874; C -0.411; C -0.307; C -0.042; C -0.084; C -0.098; C -0.089; C -0.050; H 0.093; H 0.118; H 0.093; H 0.127; H 0.138; H 0.115; H 0.109; H 0.108; H 0.128; H 0.146; H 0.098; H 0.120; H 0.068; H 0.050; H 0.050; H 0.058; H 0.113; H 0.101; H 0.098; H 0.100; H 0.110



Molecular formula: C20H21N3O3
Method: DFT, ωB97M-V/def2-TZVPD

```
47
Properties=species:S:1:pos:R:3:forces:R:3
C -6.912 -0.542 0.161 1.56 1.98 -11.40
H -6.753 0.519 0.278 -0.12 -0.12 -0.01
H -7.174 -0.981 0.928 -2.69 -4.48 7.51
H -7.564 -0.760 -0.801 0.52 0.63 2.48
O -5.646 -1.215 -0.395 -1.11 3.48 2.72
C -4.696 -0.240 -0.110 1.89 -1.55 -1.92
O -4.850 0.876 0.324 0.42 -0.43 0.05
N -3.519 -0.785 -0.622 -1.16 -3.37 0.51
N -2.266 -0.344 -0.672 2.65 -0.64 -0.36
C -1.843 0.789 -0.317 -0.13 1.38 -0.23
C -0.565 1.426 -0.381 4.75 -6.62 -3.71
C 0.455 0.536 -0.875 0.89 -1.17 0.90
N 1.739 0.967 -0.850 -9.47 9.67 2.95
C 1.458 2.512 -0.276 0.89 -7.22 -3.38
C 2.270 3.491 -0.228 2.95 6.36 3.87
C 1.638 4.659 0.444 7.48 0.30 -2.54
C 0.368 4.637 0.576 -6.53 7.62 2.50
C -0.547 3.674 0.400 0.86 -0.14 -1.01
C 0.145 2.627 -0.167 -7.41 -1.29 2.37
H -1.602 3.867 0.599 0.37 -0.68 -0.37
H -0.121 5.740 0.760 1.20 -2.54 0.28
H 2.219 5.647 0.648 -0.90 -2.15 -0.54
H 3.341 3.547 -0.198 0.40 -0.60 -0.71
C 2.956 0.628 -0.769 6.79 -5.88 -6.05
H 2.924 -0.038 -1.940 0.86 0.00 3.10
C 3.654 -0.020 0.346 -3.40 -1.30 4.53
C 4.255 -1.579 0.088 4.67 8.92 4.13
O 3.467 -2.107 -0.691 -7.66 -7.03 -2.46
C 2.157 -2.727 -0.024 4.97 0.89 -10.34
C 1.351 -3.222 -0.991 1.58 1.63 -4.35
C 0.087 -3.512 -0.700 2.00 0.21 3.69
C -0.300 -3.606 0.565 5.00 3.71 6.11
C 0.680 -3.074 1.634 -6.53 -2.82 -0.85
C 1.876 -2.799 1.190 3.00 2.58 8.57
H 2.565 -2.391 1.960 -0.13 -0.29 -0.68
H 0.438 -2.885 2.701 -0.08 -0.62 -0.94
H -1.215 -3.906 0.844 -3.17 -0.99 0.95
H -0.630 -3.972 -1.114 -4.59 -2.85 -5.62
H 1.582 -3.161 -2.087 0.46 -0.05 1.28
H 4.443 -1.724 1.131 -0.09 -1.85 0.71
H 5.212 -1.332 -0.375 0.32 -0.66 -0.20
H 4.147 0.693 1.079 0.23 -0.79 -1.31
H 2.634 -0.233 1.069 2.58 0.11 -1.49
H 3.643 1.206 -1.299 0.89 2.50 -0.45
H 0.440 -0.532 -1.134 -0.89 0.38 0.06
H -2.432 1.537 -0.010 -3.65 2.27 1.56
H -3.508 -1.892 -0.700 -0.47 3.50 0.06
```
Forces are in eV/Å.

## Properties
- Relative energy (zero: lowest compared OMol25 entry of this formula, charge and spin): 1717.6 kJ/mol
- E_HOMO: -6.87 eV

And the Löwdin charges, in e, turn out to be: C 0.035; H 0.076; H -0.013; H 0.142; O -0.053; C -0.534; O 0.083; N 0.017; N 0.036; C -0.124; C -0.102; C 0.037; N -0.031; C -0.103; C 0.011; C -0.096; C -0.215; C 0.003; C -0.201; H 0.134; H 0.159; H 0.138; H 0.114; C -0.362; H 0.228; C -0.095; C -0.356; O -0.039; C -0.161; C -0.017; C -0.117; C 0.001; C 0.016; C -0.148; H 0.146; H 0.121; H 0.061; H 0.053; H 0.155; H 0.102; H 0.126; H 0.117; H 0.157; H 0.098; H 0.130; H 0.070; H 0.200



Molecular formula: C20H21N4O3PS
Method: DFT, ωB97M-V/def2-TZVPD

```
50
Properties=species:S:1:pos:R:3:forces:R:3
C -0.291 3.279 1.199 -0.01 0.48 -0.34
C -1.785 3.378 0.906 0.30 -0.11 0.53
C -2.670 2.179 1.260 -0.04 0.08 -0.38
C -2.394 0.854 0.504 0.05 0.56 -0.14
C -2.497 1.228 -0.999 -0.20 -0.55 0.30
C -1.141 0.035 0.851 0.08 -0.17 0.14
C -0.437 0.096 2.081 0.04 0.26 -0.42
N -0.939 0.938 3.152 0.15 -0.81 -0.50
C -1.775 0.416 3.855 0.01 0.22 0.13
S -2.840 -0.250 4.752 -0.34 -0.07 0.35
C 0.733 -0.633 2.346 0.08 0.36 -0.08
P 1.583 -0.481 3.967 -0.18 -0.88 0.36
O 1.985 -1.776 4.559 0.17 -0.07 -0.05
C 1.271 -1.510 1.386 -0.26 -0.14 0.15
C 2.547 -2.300 1.616 0.00 -0.12 -0.43
N 3.772 -1.563 1.338 0.06 -0.21 0.20
C 0.553 -1.632 0.200 0.24 0.12 0.70
C -0.612 -0.909 -0.040 -0.14 0.10 -0.01
C -1.109 -1.416 -1.375 0.62 -0.07 -0.06
O -2.190 -1.446 -1.861 -0.83 0.36 -0.11
N -0.009 -2.080 -1.999 0.05 0.08 0.18
C 0.484 -1.585 -3.248 -0.16 -0.31 0.02
C 1.172 -0.386 -3.311 -0.07 -0.11 -0.30
C 1.609 0.009 -4.561 0.04 0.12 0.22
C 1.365 -0.803 -5.651 0.06 -0.08 -0.49
N 0.703 -1.960 -5.614 0.09 0.44 0.57
C 0.270 -2.310 -4.404 -0.19 -0.45 -0.26
C 0.889 -2.474 -0.995 -0.72 0.84 0.46
O 1.693 -3.341 -1.091 1.06 -0.58 -0.40
H -0.068 3.239 2.258 0.01 -0.29 0.23
H 0.185 4.188 0.831 0.07 0.10 -0.04
H 0.190 2.463 0.667 0.04 -0.27 0.08
H -1.894 3.646 -0.140 -0.15 -0.03 -0.16
H -2.169 4.222 1.477 -0.11 0.17 -0.02
H -3.672 2.466 0.939 -0.17 -0.08 -0.06
H -2.761 2.064 2.326 0.12 -0.02 0.29
H -3.245 0.204 0.705 -0.05 -0.17 0.20
H -3.162 0.542 -1.498 0.03 -0.19 -0.24
H -2.945 2.205 -1.109 0.15 0.26 -0.06
H -1.534 1.184 -1.495 0.14 0.25 -0.18
H 2.663 0.405 3.774 -0.20 0.21 -0.16
H 0.692 0.178 4.816 0.06 0.45 -0.22
H 2.527 -3.142 0.939 0.04 -0.15 -0.10
H 2.570 -2.719 2.611 -0.01 0.18 0.33
H 3.937 -1.468 0.348 -0.03 0.20 -0.07
H 3.820 -0.667 1.800 0.04 0.11 -0.07
H 1.351 0.216 -2.434 0.01 0.05 0.17
H 2.135 0.939 -4.695 0.12 0.12 -0.03
H 1.734 -0.492 -6.618 -0.01 -0.03 -0.17
H -0.291 -3.230 -4.324 -0.04 -0.16 -0.03
```
Forces are in eV/Å.

## Properties
- Relative energy (zero: lowest compared OMol25 entry of this formula, charge and spin): 0.0 kJ/mol
- Structure (SMILES): CCC[C@@H](C)c1c(N=C=S)c([PH2]=O)c(CN)c2c1C(=O)N(c1cccnc1)C2=O
- E_HOMO: -9.39 eV

And the Löwdin charges, in e, turn out to be: C -0.104; C -0.239; C -0.186; C -0.245; C -0.048; C -0.034; C -0.183; N 0.063; C -0.814; S 0.827; C -0.183; P 0.754; O -0.422; C -0.110; C -0.225; N 0.037; C -0.024; C -0.001; C -0.329; O 0.164; N 0.081; C -0.186; C 0.013; C -0.056; C -0.145; N 0.086; C -0.061; C -0.351; O 0.163; H 0.061; H 0.072; H 0.064; H 0.092; H 0.108; H 0.116; H 0.076; H 0.147; H 0.069; H 0.071; H 0.084; H 0.019; H 0.012; H 0.102; H 0.092; H 0.068; H 0.050; H 0.123; H 0.104; H 0.105; H 0.124



no.,largest force on an atom (eV/A)
1,0.80
2,13.86
3,1.27